# 1
{"formula": "C3H3IN2O", "method": "the ωB97M-V functional and the def2-TZVPD basis", "species": ["N", "I", "C", "C", "O", "H", "C", "N", "H", "H"], "positions_angstrom": [[0.399, -1.799, 0.087], [-2.835, 0.919, -0.316], [-1.122, -0.262, -0.086], [1.097, -0.709, 0.001], [0.441, 1.629, 0.601], [0.376, 1.388, 1.485], [0.217, 0.510, -0.228], [-0.901, -1.492, 0.034], [0.248, 0.757, -1.362], [2.079, -0.942, -0.217]], "multiplicity": 1, "homo_ha": -0.3583, "de_lowest_kcal_mol": 45.5, "orbital_gap_ev": 9.28, "e_lumo_ev": -0.47}



# 2
{"formula": "C5H9P", "method": "the ωB97M-V functional and the def2-TZVPD basis", "species": ["H", "H", "C", "H", "H", "H", "C", "C", "H", "H", "C", "P", "C", "H", "H"], "positions_angstrom": [[-1.682, 1.679, 0.662], [1.580, 2.211, -1.132], [-1.285, 0.716, 0.361], [1.413, -3.976, 0.436], [0.542, 2.900, 0.146], [0.820, 0.825, 1.135], [0.250, 0.873, 0.186], [0.457, -3.647, 0.333], [-1.672, 0.234, -0.506], [-0.108, 2.303, -1.376], [0.540, 2.120, -0.606], [0.391, -1.891, -0.114], [0.601, -0.353, -0.697], [-0.378, -4.059, -0.054], [-1.469, 0.065, 1.225]], "multiplicity": 1, "homo_ha": -0.3096, "de_lowest_kcal_mol": 111.4, "orbital_gap_ev": 8.26, "e_lumo_ev": -0.17}



# 3
{"formula": "H3N2P", "method": "the ωB97M-V functional and the def2-TZVPD basis", "species": ["P", "N", "N", "H", "H", "H"], "positions_angstrom": [[-1.248, 0.003, -0.138], [0.261, -0.745, -0.409], [0.246, 0.697, -0.626], [0.316, -1.207, -1.318], [-1.078, 0.069, 1.265], [0.765, 1.141, 0.132]], "multiplicity": 1, "homo_ha": -0.3619, "de_lowest_kcal_mol": 43.6, "orbital_gap_ev": 10.75, "e_lumo_ev": 0.90}



# 4
{"formula": "C18H19NO3S", "method": "the ωB97M-V functional and the def2-TZVPD basis", "species": ["H", "O", "C", "C", "C", "H", "H", "C", "C", "C", "C", "H", "H", "H", "H", "C", "H", "H", "C", "H", "S", "C", "H", "C", "H", "C", "C", "H", "H", "C", "O", "C", "H", "H", "H", "O", "C", "N", "H", "H", "C", "C"], "positions_angstrom": [[1.584, 1.337, 3.606], [-0.349, -0.359, 3.098], [-1.840, 2.926, -5.617], [1.224, 1.682, 4.577], [0.362, -3.586, -0.314], [-0.238, 1.854, -6.667], [1.712, 1.080, 5.347], [-0.051, -1.058, -3.695], [-2.535, 2.773, -4.457], [0.664, -1.245, -0.793], [0.343, -0.940, 0.514], [-0.120, -0.651, 5.125], [-0.658, 1.779, 5.628], [0.701, -0.298, -5.487], [-2.003, 3.735, -6.306], [1.592, 3.147, 4.769], [0.950, -0.459, -1.474], [-0.766, -0.976, -2.889], [-0.666, 0.008, 4.440], [0.351, 0.086, 0.846], [-2.045, 1.385, -3.578], [-0.286, 1.466, 4.651], [-1.739, -0.148, 4.601], [0.049, -3.279, 0.991], [1.131, 3.762, 3.998], [-0.865, 0.985, -4.797], [-0.022, -0.161, -4.692], [0.379, -4.615, -0.641], [2.670, 3.280, 4.714], [0.838, -2.224, -3.713], [1.396, -2.632, -4.714], [0.023, -1.951, 1.417], [-0.779, 2.070, 3.887], [1.251, 3.502, 5.739], [1.390, -3.839, -2.656], [-0.561, -2.522, 3.651], [-0.325, -1.670, 2.828], [0.970, -2.925, -2.534], [-0.185, -4.054, 1.704], [-3.313, 3.397, -4.063], [0.652, -2.571, -1.231], [-0.887, 1.911, -5.812]], "multiplicity": 1, "homo_ha": -0.3137, "de_lowest_kcal_mol": 15.0, "orbital_gap_ev": 8.24, "e_lumo_ev": -0.30}



| no. | DFT total energy (Eh) |
| --- | --- |
| 1 | -598.463513 |
| 2 | -537.035892 |
| 3 | -452.588861 |
| 4 | -1375.994765 |